Density functional theory data (wB97M-V/def2-TZVPD) for a molecular structure, C17H16BrClRu.

Cartesian coordinates (Å):
C1 -1.06 -0.94 -3.36
C2 -1.11 -1.96 -2.34
C3 -1.86 -1.41 -1.21
H1 -0.67 -2.96 -2.40
C4 -2.25 -0.07 -1.54
C5 -1.75 0.24 -2.85
H2 -1.88 1.19 -3.40
H3 -0.60 -1.06 -4.35
H4 -2.05 -1.93 -0.27
H5 -2.83 0.62 -0.90
Ru1 0.07 -0.25 -1.64
Br1 0.93 -2.04 0.09
C6 2.07 0.97 -1.13
C7 1.23 1.75 -2.00
C8 1.06 1.01 -3.23
H6 0.78 2.74 -1.78
C9 1.80 -0.24 -3.10
C10 2.45 -0.24 -1.82
H7 3.08 -1.05 -1.42
H8 2.38 1.25 -0.11
H9 0.50 1.34 -4.12
H10 1.86 -1.04 -3.86
Cl1 -0.17 3.07 2.43
C11 -0.20 1.56 3.22
C12 -0.10 1.45 4.59
C13 -0.06 0.18 5.19
C14 -0.16 -1.00 4.45
C15 -0.31 -0.94 3.10
C16 -0.29 0.34 2.52
C17 -0.18 0.28 1.14
H11 -0.02 2.35 5.19
H12 0.06 0.09 6.26
H13 -0.12 -1.98 4.88
H14 -0.34 -1.81 2.42
H15 -1.06 -0.16 0.62
H16 0.78 0.66 0.74

- max |F| (eV/Å) = 2.81
- relative energy (zero: lowest compared OMol25 entry of this formula, charge and spin) (kcal/mol) = 0.89
- multiplicity = 5
- <S²> = 6.0295
- frontier orbital gap (spin up / spin down) (eV) = 6.336 / 7.450

Formally, the Mulliken partial charges of the atoms, in units of the elementary charge, are as follows: -0.752 -0.104 -0.699 0.366 -0.003 -0.429 0.447 0.547 0.433 0.360 0.198 -0.405 -0.853 -0.038 -0.549 0.342 -0.520 -0.329 0.472 0.607 0.564 0.430 -0.221 0.167 -0.268 -0.602 -0.532 -0.429 0.698 -0.743 0.435 0.343 0.394 0.243 0.481 -0.050


Density functional theory data (wB97M-V/def2-TZVPD) for a molecular structure, CH18B4BeCl2.

Cartesian coordinates (Å):
Be1 15.22 -3.00 3.73
B1 14.64 -1.94 2.14
H1 13.88 -1.90 2.90
H2 14.26 -1.52 1.22
H3 15.50 -1.34 2.43
H4 15.00 -2.94 1.95
B2 16.26 -4.54 4.10
H5 16.40 -3.94 4.99
H6 15.21 -4.69 3.88
H7 16.69 -4.09 3.21
H8 16.76 -5.47 4.31
B3 14.17 -4.02 5.29
H9 13.86 -3.33 4.52
H10 15.20 -3.86 5.57
H11 13.56 -3.78 6.15
H12 14.02 -5.04 4.99
B4 14.84 -1.13 4.44
H13 14.01 -1.72 4.07
H14 15.64 -1.27 3.72
H15 14.61 -0.09 4.57
H16 15.16 -1.59 5.36
C1 13.26 -4.05 1.28
Cl1 11.50 -3.76 1.52
Cl2 14.04 -4.39 2.87
H17 13.37 -4.92 0.64
H18 13.69 -3.18 0.79

- max |F| (eV/Å) = 10.07
- relative energy (zero: lowest compared OMol25 entry of this formula, charge and spin) (kcal/mol) = 262.18
- total charge = -2
- multiplicity = 1
- frontier orbital gap (eV) = 5.084

Formally, the Mulliken partial charges of the atoms, in units of the elementary charge, are as follows: -1.508 0.195 0.406 -0.288 -0.248 -0.064 0.517 -0.110 -0.170 -0.199 -0.282 0.899 -0.084 -0.196 -0.326 -0.211 0.446 -0.288 0.015 -0.321 -0.293 -0.114 -0.307 -0.001 0.432 0.099